1.
C19H24BrClNO3 | the ωB97M-V functional and the def2-TZVPD basis

Properties
Kohn-Sham gap in eV: 8.553
E_tot in a.u.: -4052.85159
Maximum force in eV/A: 0.7

```
! RIJCOSX wB97M-V def2-TZVPD def2/J DEFGRID3
* xyz 1 1
C -1.8814 -0.8394 3.4561
H -1.1440 -0.7006 4.2517
H -1.7228 -1.8004 2.9585
O -1.8538 0.2268 2.5332
C -0.7307 0.4612 1.8181
C 0.4566 -0.2429 1.9878
C 1.6060 0.0920 1.2821
C 1.5772 1.1427 0.3786
C 0.3872 1.8125 0.1683
C -0.7877 1.4933 0.8516
O -1.8611 2.2356 0.5300
C -3.1747 1.7001 0.6395
C -3.2768 0.3244 0.0338
C -4.0338 -0.6694 0.6398
C -4.0689 -1.9482 0.1148
C -3.3333 -2.2385 -1.0243
C -2.5931 -1.2516 -1.6565
C -2.5730 0.0254 -1.1270
H -2.0073 0.7983 -1.6265
H -2.0458 -1.4799 -2.5573
Cl -3.3357 -3.8462 -1.6615
H -4.6572 -2.7184 0.5877
H -4.5987 -0.4425 1.5309
H -3.5014 1.6887 1.6833
H -3.7904 2.4150 0.0834
Br 0.3009 3.1980 -1.1211
H 2.4569 1.4474 -0.1673
C 2.8830 -0.6854 1.4516
H 2.7997 -1.4048 2.2659
H 3.7114 -0.0048 1.6532
N 3.1747 -1.4055 0.1791
H 2.4556 -2.1188 0.0292
H 3.1041 -0.7060 -0.5851
C 4.5437 -2.0087 -0.0298
C 5.0242 -2.7321 1.2164
H 5.1648 -2.0550 2.0539
H 5.9805 -3.2044 1.0108
H 4.3244 -3.5133 1.5024
C 4.4105 -2.9664 -1.2103
H 5.3704 -3.4260 -1.4266
H 4.0845 -2.4362 -2.1022
H 3.7062 -3.7654 -0.9900
C 5.4552 -0.8252 -0.4105
H 6.3652 -1.2112 -0.8775
O 4.7194 -0.0106 -1.3012
H 5.3016 0.6219 -1.7333
H 5.7453 -0.2552 0.4822
H 0.4990 -1.0458 2.7056
H -2.8792 -0.8208 3.8892
*
```

***

2.
C18H39Cl12N2O5P | the ωB97M-V functional and the def2-TZVPD basis

Properties
Kohn-Sham gap in eV: 9.274
E_tot in a.u.: -7058.52714
Maximum force in eV/A: 8.3

```
! RIJCOSX wB97M-V def2-TZVPD def2/J DEFGRID3
* xyz 0 1
C 2.1423 2.1215 -1.0765
N 0.6364 2.3160 -0.8059
C -0.0650 1.5829 -1.9279
O -1.5349 1.6736 -1.9091
P -2.0614 3.3372 -2.2350
O -3.2103 3.3451 -3.3424
O -0.7354 4.2824 -2.9448
O -2.5425 3.9917 -0.6949
C -4.0010 4.1362 -0.5738
C -4.8240 2.6896 -0.6351
O -4.5966 1.7293 0.2795
N -5.8051 2.5554 -1.8040
C -6.2379 1.1203 -2.0151
C -6.9727 3.5090 -1.6723
H 2.5590 2.9243 -1.8468
H 2.2794 1.0459 -1.5195
H 2.6980 2.2020 -0.0470
H 0.5143 3.3512 -0.8519
H 0.1927 0.4270 -1.7766
H 0.3567 1.8465 -3.0124
H -0.6887 3.9302 -3.9018
H -4.2421 4.5811 0.5074
H -4.4787 4.9090 -1.3342
H -5.2358 0.4754 -2.0632
H -6.9865 0.7308 -1.1983
H -6.7050 1.0751 -3.1098
H -7.9077 3.1271 -2.2967
H -7.2288 3.7644 -0.5590
H -6.6384 4.5191 -2.2099
Cl -6.9924 3.5698 -8.3211
C -6.9370 3.7168 -6.5467
C -6.1924 2.5603 -5.8981
Cl -7.0810 1.0234 -6.0412
H -7.9655 3.7906 -6.1800
H -6.4276 4.6588 -6.3232
H -6.0655 2.7538 -4.8286
H -5.2005 2.4216 -6.3386
Cl -0.5018 -2.9251 1.3904
C -1.6421 -2.5104 0.0863
C -1.1200 -2.9167 -1.2830
Cl 0.2783 -1.9359 -1.7880
H -1.8419 -1.4357 0.1391
H -2.5745 -3.0408 0.3009
H -1.8994 -2.7678 -2.0366
H -0.8224 -3.9693 -1.3050
Cl 0.7808 -1.9560 7.1646
C 0.4796 -1.7479 5.4213
C 1.6283 -2.2725 4.5740
Cl 3.0969 -1.2790 4.7424
H 0.2923 -0.6861 5.2336
H -0.4355 -2.3010 5.1902
H 1.3501 -2.2488 3.5159
H 1.8838 -3.3038 4.8353
Cl 5.1084 -2.4606 0.4512
C 6.1294 -1.2294 1.2354
C 5.3366 -0.3495 2.1892
Cl 4.1945 0.7143 1.3312
H 6.6132 -0.6397 0.4506
H 6.9072 -1.7672 1.7854
H 6.0174 0.3014 2.7464
H 4.7696 -0.9455 2.9106
Cl 10.3233 -1.6470 1.2148
C 9.7674 -1.3940 -0.4585
C 9.9510 0.0458 -0.9126
Cl 8.8551 1.1638 -0.0632
H 8.7200 -1.7055 -0.5191
H 10.3582 -2.0618 -1.0924
H 9.7240 0.1302 -1.9797
H 10.9773 0.3905 -0.7549
Cl -0.3810 -5.7130 7.1024
C 0.8137 -7.0011 6.8082
C 2.1679 -6.4446 6.3972
Cl 2.1271 -5.7019 4.7788
H 0.4066 -7.6742 6.0473
H 0.9104 -7.5621 7.7423
H 2.9043 -7.2529 6.3557
H 2.5274 -5.6933 7.1068
*
```

***

3.
C30H60CeP2Si2 | the ωB97M-V functional and the def2-TZVPD basis

Properties
Kohn-Sham gap (alpha / beta) in eV: 7.664 / 7.727
E_tot in a.u.: -2915.71738
Maximum force in eV/A: 3.5

```
! RIJCOSX wB97M-V def2-TZVPD def2/J DEFGRID3
* xyz 1 2
Ce 0.4505 0.5268 0.5689
C -1.5546 -0.7178 1.6668
C -1.1385 -1.7143 0.7190
C 0.6373 -1.3321 2.1729
C -0.4732 -0.5179 2.6028
C 0.2228 -2.0606 0.9981
C -2.9394 -0.1793 1.8106
H -3.5028 -0.2355 0.8690
H -2.9472 0.8691 2.1459
H -3.5126 -0.7571 2.5575
C -0.4869 0.3769 3.7847
H -1.5094 0.7037 4.0150
H 0.1180 1.2860 3.6508
H -0.0760 -0.1449 4.6614
C 1.9552 -1.4425 2.8547
H 1.8157 -1.8551 3.8640
H 2.4697 -0.4773 2.9763
H 2.6319 -2.1055 2.2981
C 1.0036 -3.1465 0.3375
H 0.9361 -4.0891 0.9067
H 2.0710 -2.8901 0.2710
H 0.6402 -3.3572 -0.6750
C -2.0397 -2.4832 -0.1827
H -2.2950 -3.4668 0.2508
H -1.5738 -2.6824 -1.1554
H -2.9928 -1.9649 -0.3487
C -0.6752 2.3176 -1.7493
C -1.6933 1.4582 -1.5286
C -2.1077 0.3338 -2.4123
C -1.0194 -0.3923 -3.2634
C 0.2115 -0.8545 -2.5527
C 1.3078 -0.0927 -2.3178
C 1.5196 1.3115 -2.8033
C 0.2969 2.2694 -2.8895
H -2.8619 0.6710 -3.1439
H -0.7889 0.2236 -4.1528
H -2.6071 -0.4211 -1.7916
H -0.2032 2.0881 -3.8551
H -0.5751 3.1964 -1.0997
H -2.3782 1.6385 -0.6794
H 0.7250 3.2803 -2.9794
H 2.2810 1.7858 -2.1654
H 2.1516 -0.5362 -1.7655
H 1.9454 1.3182 -3.8255
H -1.5068 -1.2954 -3.6608
H 0.2139 -1.9112 -2.2524
P -0.2442 1.3914 -6.3134
C -0.3462 3.2302 -6.4673
C -1.5574 0.9943 -7.5601
P 2.0453 -0.4215 -7.0853
C 1.2212 1.2074 -7.4608
C 1.4783 -1.3489 -8.5939
C 3.6936 0.0342 -7.7945
H 0.5240 3.6860 -5.9758
H -1.2653 3.5689 -5.9717
H -0.3625 3.5063 -7.5312
H -1.4311 1.6360 -8.4443
H -2.5276 1.1993 -7.0866
H -1.5078 -0.0650 -7.8474
H 3.5856 0.3737 -8.8334
H 4.3244 -0.8624 -7.7556
H 4.1439 0.8243 -7.1812
H 1.9302 2.0343 -7.2737
H 0.8805 1.2358 -8.5140
H 2.0530 -2.2853 -8.6158
H 1.6883 -0.7671 -9.5025
H 0.4084 -1.5843 -8.5250
C 0.8098 5.7998 1.5270
Si 0.0969 4.1111 1.9678
C -0.0676 4.0814 3.8437
C -1.6502 4.0617 1.2853
C 1.1930 2.7547 1.2825
Si 2.9014 2.5773 2.0098
C 2.9186 2.0855 3.8333
C 3.8859 1.3185 1.0119
C 3.8659 4.1959 1.9569
H 0.0421 6.5618 1.7324
H 1.0738 5.8567 0.4622
H 1.7017 6.0477 2.1176
H -0.6505 4.9729 4.1308
H -0.6139 3.1978 4.1988
H 0.8997 4.1343 4.3568
H -1.6948 4.3533 0.2287
H -2.1170 3.0727 1.3909
H -2.2549 4.7835 1.8558
H 1.3521 3.0825 0.2191
H 2.4582 2.8609 4.4597
H 3.9678 1.9828 4.1527
H 2.4137 1.1359 4.0501
H 3.9024 1.5742 -0.0582
H 4.9214 1.3708 1.3849
H 3.5578 0.2713 1.1203
H 3.8227 4.6640 0.9627
H 3.4903 4.9171 2.6977
H 4.9227 3.9903 2.1924
*
```

***

4.
CH4INS | the ωB97M-V functional and the def2-TZVPD basis

Properties
Kohn-Sham gap (alpha / beta) in eV: 6.697 / 7.005
E_tot in a.u.: -791.01461
Maximum force in eV/A: 5.2

```
! RIJCOSX wB97M-V def2-TZVPD def2/J DEFGRID3
* xyz 0 1
C 0.0945 0.6153 0.9114
N 0.8948 -1.4628 -0.5145
S -0.7361 -0.3919 -0.3310
I -1.2624 1.4871 -2.1540
H 1.0718 0.6089 0.4435
H -0.0010 -0.0664 1.7950
H -0.6366 1.4336 0.9504
H 0.5751 -2.2237 -1.1009
*
```